Molecular formula: C6H24O7
Method: DFT, wB97M-V/def2-TZVPD

Properties
energy relative to the best compared isomer or geometry (same formula, charge and spin) = 30.6 kcal per mole
2S+1 = 1
F_max = 1.10 eV/A
net charge = 0
structure (SMILES) = C=C/C=C/CC.O.O.O.O.O.O.O
LUMO = 0.429 eV
Kohn-Sham gap = 9.8 eV

Atoms and positions in Å:
C -2.009 2.462 1.063
C -2.459 1.243 1.341
C -1.644 0.045 1.053
C -1.515 -1.019 1.842
C -0.703 -2.257 1.568
C 0.529 -2.379 2.428
H -1.006 2.607 0.683
H -2.582 3.383 1.137
H -3.499 1.080 1.620
H -1.103 0.003 0.107
H -2.076 -1.021 2.781
H -1.417 -3.027 1.805
H -0.511 -2.372 0.504
H 1.246 -1.583 2.245
H 1.182 -3.227 2.180
H 0.278 -2.422 3.489
O 0.862 -2.750 -3.124
H 1.794 -2.491 -3.145
H 0.868 -3.560 -2.601
O 3.316 0.050 -0.418
H 2.731 0.156 0.345
H 3.193 0.902 -0.873
O 1.625 1.012 2.919
H 0.737 0.646 3.010
H 2.231 0.385 3.325
O 2.735 2.793 -1.028
H 2.739 2.910 -0.066
H 1.851 2.501 -1.296
O -1.879 1.746 -2.366
H -1.867 0.783 -2.604
H -2.436 1.863 -1.590
O -1.268 -0.889 -2.679
H -0.375 -0.634 -2.406
H -1.155 -1.321 -3.531
O 0.785 1.271 -2.352
H 0.954 1.652 -3.222
H -0.151 1.460 -2.143



Molecular formula: C6H24O8
Method: DFT, wB97M-V/def2-TZVPD

Properties
energy relative to the best compared isomer or geometry (same formula, charge and spin) = 89.8 kcal per mole
2S+1 = 1
F_max = 5.35 eV/A
net charge = 0
structure (SMILES) = C/C=C/CCC=O.O.O.O.O.O.O.O
LUMO = -0.002 eV
Kohn-Sham gap = 9.4 eV

Atoms and positions in Å:
C -0.140 -0.908 3.651
C -0.180 0.162 2.594
C -1.016 1.178 2.752
C -1.017 2.311 1.789
C -0.877 2.008 0.364
C -1.975 2.535 -0.538
O -2.586 1.791 -1.273
H -0.514 -1.899 3.160
H -0.850 -0.587 4.440
H 0.721 -1.246 4.028
H 0.548 0.273 1.747
H -1.643 1.248 3.610
H -0.256 3.131 2.158
H -2.060 2.670 1.869
H -0.803 0.968 0.267
H 0.241 2.158 0.063
H -2.174 3.583 -0.537
O 1.295 2.999 -1.470
H 1.306 3.335 -2.364
H 1.089 2.019 -1.519
O 3.067 -3.241 1.163
H 2.483 -2.699 0.465
H 2.369 -3.474 1.746
O -0.894 -2.033 -1.810
H -1.320 -1.576 -1.108
H -0.599 -1.273 -2.416
O 1.763 -0.449 -1.233
H 1.902 -0.979 -2.037
H 2.683 -0.470 -0.827
O 1.669 -2.231 -3.169
H 1.138 -2.936 -2.856
H 1.443 -1.572 -3.806
O -1.303 0.790 -3.593
H -2.003 1.309 -3.122
H -0.514 1.332 -3.461
O -0.075 -2.975 0.582
H -0.801 -2.591 1.056
H -0.119 -2.658 -0.365



Molecular formula: C6H24O8
Method: DFT, wB97M-V/def2-TZVPD

Properties
energy relative to the best compared isomer or geometry (same formula, charge and spin) = 64.0 kcal per mole
2S+1 = 1
F_max = 1.99 eV/A
net charge = 0
structure (SMILES) = CC/C=C/C=C/O.O.O.O.O.O.O.O
LUMO = 0.223 eV
Kohn-Sham gap = 9.2 eV

Atoms and positions in Å:
C 3.437 -1.181 -0.558
C 2.071 -1.291 0.112
C 1.561 0.041 0.579
C 1.740 1.233 0.023
C 1.068 2.474 0.541
C -0.160 2.659 0.042
O -0.755 3.869 0.153
H 4.275 -0.883 0.066
H 3.549 -0.666 -1.517
H 3.729 -2.182 -0.902
H 2.211 -2.002 0.918
H 1.378 -1.644 -0.647
H 0.799 0.021 1.358
H 2.151 1.331 -0.978
H 1.634 3.200 1.108
H -0.555 1.884 -0.590
H -1.713 3.770 0.067
O -0.483 -3.280 0.212
H -0.985 -2.785 -0.452
H -0.342 -4.091 -0.295
O -2.341 0.065 -2.809
H -2.271 -0.822 -2.438
H -1.413 0.355 -2.838
O 0.506 0.382 -2.755
H 0.605 0.952 -3.530
H 1.193 0.760 -2.169
O -1.156 1.501 2.636
H -1.486 2.321 3.001
H -0.340 1.594 2.131
O -2.672 1.375 -0.368
H -2.967 1.146 -1.268
H -3.298 0.914 0.196
O -3.127 -1.673 0.689
H -2.416 -2.235 1.023
H -3.305 -1.052 1.403
O -0.400 -2.119 2.750
H 0.055 -1.270 2.836
H 0.227 -2.669 2.269



Molecular formula: C6H25ClN5O6
Method: DFT, wB97M-V/def2-TZVPD

Properties
energy relative to the best compared isomer or geometry (same formula, charge and spin) = 0.0 kcal per mole
2S+1 = 1
F_max = 1.67 eV/A
net charge = -1
LUMO = 2.831 eV
Kohn-Sham gap = 9.4 eV

Atoms and positions in Å:
Cl 0.025 1.015 1.931
C -2.959 3.546 0.178
O -3.257 3.794 1.351
N -2.107 2.561 -0.151
N -3.567 4.209 -0.859
H -1.607 2.081 0.589
H -1.877 2.286 -1.089
H -3.405 3.933 -1.808
H -4.195 4.957 -0.644
C 3.218 -2.211 2.346
O 3.809 -3.261 2.091
N 1.856 -2.152 2.579
N 3.838 -1.016 2.500
H 1.390 -1.286 2.346
H 1.437 -3.050 2.407
H 4.812 -0.855 2.328
H 3.330 -0.161 2.758
C 0.359 -2.154 -0.918
C 0.382 -0.819 -1.690
C 0.079 -0.991 -3.165
O 0.970 -1.838 -3.871
C 0.401 -2.555 -4.928
N -0.623 0.104 -1.190
H 0.154 -2.098 0.153
H 1.243 -2.786 -1.011
H -0.506 -2.726 -1.286
H 1.414 -0.485 -1.552
H 0.092 -0.006 -3.644
H -0.957 -1.344 -3.268
H -0.604 -2.909 -4.679
H 1.095 -3.332 -5.246
H 0.318 -1.905 -5.817
H -0.221 0.511 -0.337
H -1.461 -0.356 -0.847
O 2.678 1.330 3.582
H 3.288 1.891 3.090
H 1.903 1.233 2.983
O -2.395 -1.396 1.704
H -1.709 -0.713 1.769
H -2.786 -1.422 2.581
O -1.209 3.743 3.197
H -0.681 2.961 2.959
H -1.962 3.672 2.578